Molecular formula: C5H12N2
Method: DFT, wB97M-V/def2-TZVPD

Geometry as XYZ:
```
19
C5H12N2 | the OMol25 dataset | wB97M-V/def2-TZVPD
C 0.14 -1.01 -0.50
C 1.49 -1.01 0.12
C 1.63 0.87 0.96
C 2.10 1.58 -0.14
N -0.93 -1.10 0.49
C -2.24 -0.63 0.00
N -2.20 0.72 -0.73
H 0.08 -0.09 -1.07
H 0.00 -1.84 -1.19
H 2.16 -0.59 -0.62
H 1.81 -1.65 0.84
H 2.08 0.69 2.00
H 2.96 2.22 0.18
H 1.55 2.01 -0.94
H -0.61 -0.47 1.26
H -2.82 -1.39 -0.61
H -2.77 -0.64 0.87
H -1.35 1.13 -0.42
H -3.09 1.20 -0.50
```

Properties
* multiplicity: 2
* energy: -307.0196 a.u.
* E_HOMO (spin up / spin down): -0.36 / -2.44 eV
* HOMO-LUMO gap (spin up / spin down): 4.4 / 6.5 eV
* net charge: -1
* energy above the lowest of the compared OMol25 structures with the same formula, charge and spin: 374.42 kJ/mol
* ⟨S²⟩: 0.758